1.
50
Properties=species:S:1:pos:R:3 method="wB97M-V/def2-TZVPD" e_homo_ha=-0.1656 de_lowest_ev=4.785 homo_lumo_gap_ev=9.26 total_charge=-2 multiplicity=1 energy_ev=-50226.3159
S -0.027 0.419 0.164
O -0.781 -0.440 -0.652
O 0.938 1.136 -0.615
O -1.032 1.256 0.806
O 0.697 -0.330 1.111
O 0.024 -3.339 -2.752
H -0.136 -3.721 -3.663
H -0.466 -2.587 -2.649
O -0.571 -0.722 -3.221
H -0.651 -0.757 -2.197
H 0.239 -0.332 -3.302
O -3.223 -1.658 -0.995
H -3.069 -2.660 -0.924
H -2.377 -1.147 -0.743
O 3.489 -0.867 1.487
H 2.566 -0.523 1.439
H 3.391 -1.812 1.975
O -2.209 1.890 -3.007
H -1.767 0.918 -3.031
H -1.972 2.083 -2.190
O -2.312 0.651 2.870
H -1.921 0.857 2.033
H -2.946 -0.111 2.687
O 2.028 -2.625 -0.548
H 1.978 -1.954 0.156
H 1.919 -3.417 -0.161
O 3.426 1.455 -0.060
H 2.621 1.368 -0.467
H 3.803 0.635 0.414
O -2.980 2.782 -0.052
H -3.859 2.507 0.228
H -2.319 2.166 0.390
O 0.728 -2.174 2.675
H 0.042 -2.646 2.101
H 0.925 -1.327 2.201
O -0.652 -2.988 0.205
H -0.373 -3.352 -0.583
H -0.654 -2.044 -0.089
O 0.834 0.648 4.120
H 0.668 0.304 3.197
H 1.640 0.950 4.182
O -0.331 3.017 2.718
H -0.580 2.468 3.560
H -0.705 2.442 1.979
O 0.718 3.898 -0.580
H -0.121 3.990 -0.535
H 0.732 2.882 -0.635
O 1.502 1.079 -3.411
H 1.868 0.309 -3.095
H 1.261 1.422 -2.543


2.
50
Properties=species:S:1:pos:R:3 method="wB97M-V/def2-TZVPD" e_homo_ha=-0.1305 de_lowest_ev=3.244 homo_lumo_gap_ev=8.55 total_charge=-2 multiplicity=1 energy_ev=-50227.8574
S 0.081 0.337 0.010
O -1.207 0.975 0.375
O 0.767 1.171 -0.998
O 0.893 0.266 1.207
O -0.152 -0.971 -0.612
O -2.562 -1.783 -0.812
H -1.581 -1.606 -0.776
H -2.485 -2.742 -0.961
O -2.492 1.756 2.542
H -2.070 2.577 2.824
H -2.003 1.513 1.764
O 2.554 0.432 -2.388
H 1.816 0.778 -1.844
H 2.484 -0.518 -2.298
O 3.057 -2.029 -1.608
H 2.315 -2.525 -1.271
H 3.462 -1.593 -0.849
O 0.825 1.581 3.283
H 0.892 2.468 2.853
H 0.779 0.994 2.476
O -3.558 0.710 -0.331
H -2.639 0.968 -0.097
H -3.938 1.450 -0.878
O -2.406 -1.002 2.181
H -1.727 -1.276 2.786
H -2.728 -0.154 2.447
O 1.901 -1.868 2.446
H 1.495 -1.132 1.996
H 2.507 -1.524 3.092
O 0.341 -1.861 -2.913
H -0.480 -2.064 -3.342
H 0.032 -1.521 -2.056
O -1.267 -4.221 -1.455
H -1.581 -4.915 -0.798
H -0.571 -3.759 -0.904
O -0.355 2.246 -2.967
H 0.182 1.946 -2.211
H -1.173 1.728 -3.008
O 1.511 3.554 -0.484
H 1.198 2.664 -0.665
H 0.739 4.117 -0.563
O -1.291 3.676 0.245
H -1.209 3.820 -0.743
H -1.161 2.706 0.278
O 0.747 -3.218 -0.084
H 0.499 -3.434 0.748
H 0.348 -2.324 -0.261
O 3.377 1.002 1.377
H 2.412 0.904 1.232
H 3.421 1.698 2.014


3.
46
Properties=species:S:1:pos:R:3 method="wB97M-V/def2-TZVPD" e_homo_ha=-0.5042 de_lowest_ev=0.000 homo_lumo_gap_ev=11.26 total_charge=+1 multiplicity=1 energy_ev=-31211.5397
O -1.424 0.609 -3.500
H -2.167 0.882 -4.042
H -0.878 1.426 -3.357
O -1.349 -0.888 -1.391
H -1.378 -0.234 -2.163
H -0.417 -1.675 -1.252
O -0.093 2.681 -2.427
H 0.894 2.792 -2.409
H -0.221 3.538 -2.869
O -3.033 0.336 1.423
H -3.799 0.910 1.627
H -2.357 0.889 0.984
O 2.006 -1.136 1.053
H 2.545 -0.347 0.903
H 1.304 -0.702 1.557
O -0.962 1.601 0.044
H -1.787 -0.439 -0.656
H -0.827 2.251 -0.670
O -1.710 0.756 3.793
H -2.082 0.250 4.518
H -2.294 0.717 3.004
O 1.731 -0.899 -3.196
H 1.774 -1.855 -3.088
H 1.362 -0.637 -4.048
O 0.585 -2.269 -1.416
H 1.293 -1.965 -0.818
H 0.461 -3.110 -0.758
O -0.050 2.972 2.480
H -0.274 1.896 0.668
O -1.725 -2.179 1.781
H -2.634 -2.289 2.107
H -1.607 -1.224 1.869
O 0.070 -3.305 3.846
H -0.843 -3.030 3.855
H 0.674 -2.633 4.204
O 3.099 0.642 -1.404
H 2.648 0.040 -2.038
H 4.016 0.627 -1.710
O 2.426 3.251 -1.786
H 2.796 2.361 -1.944
H 3.064 3.891 -1.477
O 0.405 -3.808 0.574
H 1.274 -3.991 0.935
H -0.065 -3.294 1.251
H 0.175 3.873 2.717
H -0.629 2.720 3.226


4.
47
Properties=species:S:1:pos:R:3 method="wB97M-V/def2-TZVPD" e_homo_ha="-0.3870 / -0.3869" de_lowest_ev=4.923 s2=0.76 homo_lumo_gap_ev="9.16 / 3.32" total_charge=0 multiplicity=2 energy_ev=-33254.7011
O 0.112 -3.420 -1.160
H -4.207 0.994 1.031
H 2.346 -0.668 2.725
O -1.732 -2.978 2.541
H 0.697 -2.794 -0.690
H -0.773 -3.107 -1.155
O 3.272 2.602 -4.146
H -2.212 -2.036 2.838
H 2.419 -2.262 2.908
O 2.553 -1.525 2.324
H -2.003 2.639 2.509
H -0.991 -2.929 3.181
O -4.981 1.469 1.105
H -0.441 -0.245 3.593
H 2.281 -3.526 -3.526
O -0.741 -0.100 -0.978
H -0.650 -0.201 0.145
H -0.743 0.912 -0.927
O 3.237 2.203 1.241
H 3.292 2.531 2.191
H 2.239 2.289 1.136
O 5.149 -0.532 0.915
H 4.361 -1.007 1.280
H 2.689 2.602 -4.819
O 1.011 0.220 -2.831
H 0.931 0.797 -2.058
O -0.453 0.461 4.199
H -4.585 2.284 0.659
H -0.504 1.165 3.553
O -1.280 1.768 -3.654
H 2.930 2.008 -3.533
H -0.969 0.832 -3.553
O 3.157 -3.161 -3.776
H -1.948 0.642 1.812
H -0.507 2.671 1.629
O -5.066 -2.473 -1.562
H -2.126 1.767 -3.418
H -0.065 3.398 0.288
O 0.277 3.108 1.033
H 3.108 -2.230 -3.983
H -4.720 -2.093 -0.812
O -1.605 1.903 2.331
H 0.164 -0.006 -2.951
H 4.677 0.390 0.903
O -1.817 -0.395 1.308
H -4.373 -3.152 -1.854
H -1.410 -0.816 2.008


5.
48
Properties=species:S:1:pos:R:3 method="wB97M-V/def2-TZVPD" e_homo_ha=-0.3941 de_lowest_ev=4.468 homo_lumo_gap_ev=10.70 total_charge=0 multiplicity=1 energy_ev=-33280.4658
O -18.867 -11.303 6.556
H -18.133 -11.515 5.949
H -18.462 -10.945 7.401
O -20.805 -9.495 7.144
H -20.253 -10.139 6.689
H -21.176 -9.004 6.376
O -16.136 -9.349 6.190
H -16.406 -9.220 7.090
H -16.911 -9.190 5.650
O -15.155 -11.915 8.698
H -14.893 -11.940 9.599
H -16.081 -12.202 8.612
O -18.022 -9.429 4.126
H -18.936 -9.690 4.269
H -18.102 -8.516 3.827
O -17.641 -9.903 8.497
H -18.133 -9.153 8.900
H -17.580 -10.532 9.251
O -18.195 -11.670 2.484
H -18.274 -12.300 3.167
H -17.918 -10.922 2.945
O -15.944 -14.578 6.221
H -16.153 -13.744 5.908
H -16.093 -15.196 5.498
O -20.781 -12.869 4.262
H -21.388 -12.498 4.882
H -20.068 -13.228 4.765
O -16.411 -11.890 5.591
H -15.872 -11.574 4.831
H -16.364 -11.043 5.971
O -18.346 -14.013 4.603
H -17.501 -14.197 4.196
H -18.824 -14.740 4.255
O -20.910 -12.940 7.588
H -20.214 -12.338 7.274
H -20.723 -13.190 8.490
O -17.666 -12.833 8.539
H -18.040 -13.187 7.768
H -18.066 -13.272 9.284
O -18.988 -7.608 6.320
H -18.127 -7.524 6.728
H -19.344 -8.412 6.656
O -20.519 -10.167 9.746
H -20.631 -9.869 8.841
H -21.235 -10.746 9.916
O -20.720 -10.105 4.499
H -20.491 -10.904 4.070
H -21.533 -9.806 4.114


6.
48
Properties=species:S:1:pos:R:3 method="wB97M-V/def2-TZVPD" e_homo_ha=-0.3758 de_lowest_ev=4.326 homo_lumo_gap_ev=9.95 total_charge=0 multiplicity=1 energy_ev=-33280.6081
O -20.681 7.652 -10.999
H -20.340 8.311 -11.585
H -19.933 7.235 -10.636
O -19.298 12.262 -7.987
H -19.978 12.914 -8.028
H -19.612 11.869 -7.156
O -21.330 10.716 -9.732
H -22.009 10.013 -9.714
H -20.629 10.549 -9.092
O -19.572 10.729 -5.668
H -20.035 11.020 -4.936
H -18.789 10.305 -5.387
O -22.891 8.276 -9.764
H -22.066 8.014 -10.148
H -23.370 7.459 -9.722
O -17.964 11.154 -10.761
H -18.814 11.069 -11.220
H -18.097 11.057 -9.814
O -21.467 6.850 -7.572
H -21.694 6.889 -6.611
H -22.136 7.344 -8.006
O -19.203 6.930 -5.207
H -18.687 6.567 -4.462
H -19.387 6.160 -5.754
O -21.232 8.651 -4.588
H -20.993 9.443 -4.068
H -20.464 8.184 -4.931
O -22.993 9.548 -7.321
H -22.090 9.625 -6.901
H -22.984 9.131 -8.206
O -16.408 8.234 -7.130
H -16.689 9.103 -7.528
H -16.133 7.684 -7.850
O -17.144 10.563 -8.123
H -17.786 11.014 -7.566
H -16.580 11.256 -8.568
O -17.392 8.220 -10.305
H -17.517 9.104 -9.903
H -17.727 8.259 -11.231
O -19.527 9.003 -8.206
H -19.128 8.948 -7.330
H -19.876 8.122 -8.244
O -18.711 5.845 -9.731
H -19.078 5.480 -8.908
H -18.249 6.640 -9.513
O -17.538 9.261 -4.830
H -18.144 8.571 -4.842
H -16.821 8.970 -5.373


7.
48
Properties=species:S:1:pos:R:3 method="wB97M-V/def2-TZVPD" e_homo_ha=-0.3778 de_lowest_ev=6.916 homo_lumo_gap_ev=9.88 total_charge=0 multiplicity=1 energy_ev=-33278.0182
O -4.114 -3.111 0.431
H -3.667 -2.617 -0.267
H -3.509 -3.843 0.567
O 2.159 3.944 -2.632
H 2.452 3.076 -2.899
H 2.615 4.621 -3.132
O 5.561 -1.641 -1.861
H 4.783 -1.137 -2.106
H 5.283 -2.562 -1.920
O -0.990 1.863 4.114
H -0.776 2.535 3.474
H -0.386 1.208 4.443
O -4.273 1.404 -0.681
H -3.479 1.662 -1.155
H -3.984 0.836 0.036
O 2.590 2.494 2.668
H 3.485 2.299 3.022
H 2.826 3.280 2.143
O -3.254 3.635 -1.797
H -4.210 3.439 -1.699
H -3.216 4.384 -1.158
O -2.595 -1.181 -1.437
H -2.104 -1.284 -2.270
H -2.815 -0.253 -1.495
O 0.921 -3.457 -0.896
H -0.087 -3.390 -1.107
H 0.887 -2.580 -0.471
O -2.299 -0.251 2.174
H -2.872 -0.175 1.410
H -2.579 0.444 2.782
O 0.643 3.439 0.025
H 0.551 3.367 -0.947
H 0.391 2.536 0.302
O 2.332 -0.932 -5.232
H 1.903 -1.796 -5.400
H 2.355 -0.834 -4.280
O -1.722 -3.874 -1.192
H -2.511 -3.782 -1.730
H -1.326 -4.747 -1.250
O 0.060 -3.880 3.506
H 0.333 -3.685 4.419
H 0.562 -4.715 3.418
O 4.917 1.184 2.804
H 4.597 0.291 2.697
H 5.635 1.454 2.223
O -0.059 0.950 0.824
H -0.711 1.177 0.164
H -0.303 0.202 1.369


8.
48
Properties=species:S:1:pos:R:3 method="wB97M-V/def2-TZVPD" e_homo_ha=-0.3765 de_lowest_ev=6.264 homo_lumo_gap_ev=10.01 total_charge=0 multiplicity=1 energy_ev=-33278.6702
O 0.253 1.249 2.427
H 0.395 2.210 2.395
H 0.651 0.817 3.182
O -2.795 1.476 1.175
H -2.282 1.354 0.373
H -2.244 1.337 1.949
O 0.771 4.854 -1.191
H 0.581 4.187 -1.835
H 0.964 4.397 -0.372
O 2.249 1.088 0.073
H 2.142 0.619 0.905
H 2.014 0.453 -0.608
O 1.361 -3.850 4.161
H 1.060 -3.666 5.052
H 2.321 -3.839 4.188
O -0.955 -0.893 -2.306
H -1.462 -1.094 -3.115
H -1.406 -1.330 -1.593
O -0.207 -3.435 1.794
H -0.220 -3.173 2.718
H -1.081 -3.772 1.580
O 0.732 3.974 2.362
H 0.127 4.630 1.997
H 0.986 4.381 3.197
O -5.842 -0.034 -0.196
H -4.904 0.125 -0.036
H -6.109 -0.322 0.685
O 0.055 -4.391 -0.667
H -0.208 -3.572 -0.298
H 0.927 -4.659 -0.385
O 0.289 1.539 -5.479
H -0.440 1.114 -5.015
H 0.946 1.612 -4.794
O 4.730 0.986 1.038
H 4.295 0.609 1.808
H 4.036 1.616 0.730
O -3.250 -2.413 0.142
H -3.637 -2.411 -0.731
H -3.566 -1.582 0.512
O 4.278 3.518 0.052
H 3.536 3.787 0.588
H 5.111 3.610 0.496
O 2.177 -2.465 -1.305
H 1.567 -3.090 -1.719
H 2.044 -1.767 -1.948
O -3.195 -0.845 -3.927
H -3.013 -1.502 -4.620
H -3.783 -1.435 -3.436